1.
This record from the OMol25 dataset describes C28H22BrN3O3OsS2Te as an isolated structure. The level of theory is wB97M-V/def2-TZVPD.

XYZ file:
```
61
Properties=species:S:1:pos:R:3:nbo_charge:R:1
Os -1.4663 0.3053 -1.3832 1.0410
C -1.2566 4.5079 0.1159 -0.6841
C -1.7876 3.2719 -0.5474 0.3640
N -0.9894 2.3246 -0.9003 -0.3513
N 0.3762 2.5941 -0.8077 -0.3619
C 1.0680 1.8183 -1.5440 -0.0706
S 0.3876 0.4962 -2.5374 0.1136
S 2.8085 1.8421 -1.5782 0.3220
C 3.1944 2.5951 0.0369 -0.5549
C 3.1107 1.5941 1.1554 0.0373
C 4.2377 0.8715 1.5353 -0.2352
C 4.1567 -0.0932 2.5289 -0.2018
C 2.9456 -0.3416 3.1605 -0.2180
C 1.8201 0.3846 2.7976 -0.1983
C 1.9004 1.3445 1.7997 -0.2448
C -3.2137 3.1674 -0.8899 -0.2143
C -4.0130 4.3113 -0.7183 -0.1478
C -5.3327 4.3630 -1.1065 -0.2392
C -5.9106 3.2465 -1.6984 -0.1611
C -5.1588 2.1094 -1.8901 -0.2659
C -3.8196 2.0494 -1.4980 0.4186
O -3.2518 0.8437 -1.7272 -0.6482
H -0.3230 4.2831 0.6200 0.2545
H -1.9736 4.8882 0.8382 0.2319
H -1.0592 5.2913 -0.6191 0.2451
H 2.5333 3.4450 0.1888 0.2482
H 4.2099 2.9701 -0.0914 0.2386
H 5.1845 1.0569 1.0404 0.2113
H 5.0403 -0.6517 2.8096 0.2185
H 2.8792 -1.0942 3.9358 0.2224
H 0.8721 0.2006 3.2898 0.2224
H 1.0168 1.8995 1.5146 0.2229
H -3.5780 5.1997 -0.2866 0.2139
H -5.9036 5.2682 -0.9538 0.2207
H -6.9462 3.2663 -2.0118 0.2214
H -5.5792 1.2236 -2.3464 0.2355
Br 3.9451 -2.3683 -0.5466 0.0807
C 2.4452 -2.5333 0.5831 -0.1258
C 2.4129 -3.5287 1.5492 0.0315
N 1.3902 -3.6923 2.3822 -0.4107
C 0.3575 -2.8667 2.2591 0.0808
C 0.3038 -1.8484 1.3134 -0.2159
C 1.3797 -1.6665 0.4579 -0.1440
C -0.8845 -0.9530 1.3047 0.7942
O -1.7376 -0.9647 2.1465 -0.5459
O -0.8437 0.0222 0.3636 -0.6882
H 3.2472 -4.2136 1.6491 0.2069
H -0.4731 -2.9980 2.9422 0.2187
H 1.3912 -0.8760 -0.2766 0.2413
Te -2.1841 -1.9632 -2.4849 0.0575
C -0.7428 -3.3915 -1.8674 -0.2696
C -0.9007 -4.0610 -0.6565 -0.2542
C -0.0292 -5.0790 -0.2957 -0.2051
C 1.0139 -5.4373 -1.1396 -0.2216
C 1.1793 -4.7741 -2.3460 -0.2314
C 0.3007 -3.7620 -2.7108 -0.1825
H -1.7132 -3.7884 0.0071 0.2209
H -0.1596 -5.5855 0.6522 0.2192
H 1.6938 -6.2303 -0.8543 0.2137
H 1.9937 -5.0420 -3.0075 0.2139
H 0.4354 -3.2505 -3.6560 0.2095
```

Results
Max |F| in eV Å⁻¹: 0.742
Multiplicity: 1
E in eV: -141479.3359
Charge: 0
Gap between HOMO and LUMO in eV: 6.024
Relative energy (zero: lowest compared OMol25 entry of this formula, charge and spin) in kcal/mol: 2.69

***

2.
This record from the OMol25 dataset describes C28H22BrN8O3Zr as an isolated structure. The level of theory is wB97M-V/def2-TZVPD.

XYZ file:
```
63
Properties=species:S:1:pos:R:3:nbo_charge:R:1
Zr 0.1908 -0.3628 -0.2536 2.0825
O -1.1715 3.3766 2.5455 -0.6649
C -0.6099 3.9541 1.4746 0.3818
C -0.9599 5.2796 1.2082 -0.2869
C -0.4495 5.9290 0.1061 -0.1344
C 0.4241 5.2794 -0.7691 -0.2622
C 0.7746 3.9754 -0.5175 -0.1320
C 0.2761 3.2931 0.6044 -0.2062
C 0.6700 1.9074 0.7928 0.5644
O 1.4313 1.3136 -0.0961 -0.7578
N 0.1742 1.2298 1.8373 -0.4552
N 0.6457 -0.0701 1.8887 -0.3905
C 0.5865 -0.7961 2.9342 0.1332
C 0.9619 -2.2062 2.8659 -0.0940
C 1.0624 -2.8941 4.0790 -0.1470
C 1.4642 -4.2151 4.1427 -0.2106
C 1.7817 -4.8882 2.9758 -0.1527
C 1.6737 -4.2481 1.7485 -0.2629
C 1.2597 -2.9341 1.6984 0.2933
O 1.1086 -2.2980 0.4525 -0.5808
H -0.8959 2.4414 2.5811 0.5098
H -1.6362 5.7710 1.8946 0.2331
H -0.7312 6.9568 -0.0819 0.2246
H 0.8205 5.7975 -1.6307 0.2256
H 1.4455 3.4464 -1.1799 0.2346
H 0.2816 -0.3885 3.8958 0.2150
H 0.8305 -2.3596 4.9911 0.2285
H 1.5387 -4.7137 5.0984 0.2385
H 2.1119 -5.9171 3.0089 0.2364
H 1.9203 -4.7750 0.8374 0.2383
N -2.7359 -1.5655 1.7909 -0.7948
C -2.7656 -0.4120 1.0527 0.6300
N -3.4915 0.5869 1.4428 -0.5890
C -3.3466 1.7368 0.6939 0.6019
N -4.0606 2.7809 1.1339 -0.7566
N -2.6080 1.8758 -0.3805 -0.5892
C -1.9504 0.7604 -0.8012 0.2424
N -1.9334 -0.4080 -0.0321 -0.7448
C -1.1608 0.8133 -1.9798 0.0186
C -1.1163 2.0003 -2.7872 -0.2028
C -0.5062 1.9541 -3.9941 -0.1767
C 0.1088 0.7447 -4.4423 -0.2741
C 0.1792 -0.3063 -3.5959 0.0332
N -0.3404 -0.2686 -2.3293 -0.6787
H -3.4664 -1.6256 2.4846 0.4116
H -2.5916 -2.4096 1.2595 0.3936
H -4.5184 2.7118 2.0244 0.4123
H -3.9282 3.6777 0.7019 0.4114
H -1.6290 2.8780 -2.4232 0.2558
H -0.5029 2.8242 -4.6364 0.2280
H 0.5398 0.6742 -5.4298 0.2317
H 0.6844 -1.2296 -3.8529 0.2002
Br 3.1837 -3.8528 -4.9782 0.1322
C 2.5673 -3.4123 -3.2543 -0.0806
C 1.4957 -4.1184 -2.7150 -0.2051
C 1.0189 -3.7942 -1.4565 -0.2350
C 1.6490 -2.7730 -0.7635 0.2707
C 2.7071 -2.0475 -1.2881 -0.2664
C 3.1707 -2.3785 -2.5557 -0.1939
H 1.0304 -4.9077 -3.2881 0.2518
H 0.1699 -4.3095 -1.0277 0.2484
H 3.1723 -1.2524 -0.7143 0.2593
H 3.9946 -1.8320 -2.9920 0.2529
```

Results
Max |F| in eV Å⁻¹: 1.460
Multiplicity: 1
E in eV: -118776.6377
Charge: +1
Gap between HOMO and LUMO in eV: 5.430
Relative energy (zero: lowest compared OMol25 entry of this formula, charge and spin) in kcal/mol: 76.80

***

3.
This record from the OMol25 dataset describes C28H22F3N6NiO3S2 as an isolated structure. The level of theory is wB97M-V/def2-TZVPD.

XYZ file:
```
65
Properties=species:S:1:pos:R:3:nbo_charge:R:1
Ni 0.4553 1.7583 0.1509 1.3935
C -4.7068 -4.9657 -2.4843 -0.6248
C -3.9727 -3.7190 -2.1111 -0.0239
C -4.5418 -2.7772 -1.2639 -0.2291
C -3.9486 -1.5507 -0.9862 -0.1816
C -2.6765 -1.2690 -1.5750 -0.3011
C -2.0685 -2.2942 -2.3655 -0.1522
C -2.7404 -3.4376 -2.6440 -0.2368
S -1.9443 0.3511 -1.3830 1.4558
O 1.2321 -1.1128 -1.5147 -0.7213
O -3.1253 1.1529 -0.9614 -0.9758
N -0.8100 0.0367 -0.1258 -1.0777
C -1.3679 -0.2255 1.1189 0.2610
C -1.9873 -1.4136 1.4136 -0.2837
C -2.7715 -1.5293 2.5623 -0.1785
C -2.8268 -0.4656 3.4749 -0.2271
C -2.1792 0.7662 3.2391 -0.0861
C -2.1998 1.7938 4.1836 -0.1416
C -1.4008 2.8533 3.9599 -0.2547
C -0.6585 2.9489 2.7204 0.1018
N -0.7751 2.0245 1.7986 -0.4697
C -1.4424 0.9043 2.0372 0.1273
H -4.1474 -5.5593 -3.2093 0.2117
H -5.6489 -4.6680 -2.9320 0.2165
H -4.9587 -5.5516 -1.5856 0.2130
H -5.4960 -3.0505 -0.8273 0.1974
H -4.4468 -0.7901 -0.3946 0.2493
H -1.1308 -2.1066 -2.8150 0.2156
H -2.2315 -4.2919 -3.1063 0.1974
H -1.9464 -2.2266 0.7084 0.2266
H -3.2890 -2.5209 2.7723 0.2075
H -3.4518 -0.6453 4.3094 0.1996
H -2.7077 1.5886 5.1067 0.2094
H -1.3372 3.6638 4.7431 0.2173
H -0.0855 3.8033 2.4671 0.2268
F 4.6535 2.8278 3.3101 -0.3331
C 5.1191 1.9099 2.3895 0.9878
F 6.2665 1.4071 2.9240 -0.3452
F 5.5300 2.5940 1.2958 -0.3188
C 4.0931 0.8669 2.1017 -0.2518
C 4.1997 -0.4809 2.4985 -0.1111
C 3.1686 -1.3333 2.2443 -0.3311
C 2.0860 -0.8337 1.5206 0.1049
N 1.9430 0.4716 1.1760 -0.5796
C 2.8974 1.3485 1.4939 0.1046
S 2.5817 3.0236 1.2721 -0.3443
H 5.0742 -0.8500 2.9839 0.2165
H 3.2163 -2.3065 2.6226 0.2127
H 1.3364 -1.4769 1.1620 0.2013
N 4.5591 0.6152 -4.4459 -0.7997
C 3.5007 0.8512 -3.5428 0.2264
C 2.7281 -0.2145 -3.1196 -0.3793
C 1.8235 -0.0454 -2.0533 0.5669
N 1.5263 1.1892 -1.6441 -0.6020
C 2.1910 2.2351 -2.1240 0.1072
C 3.1964 2.1480 -3.0835 -0.3517
H 4.3732 -0.1344 -5.1008 0.3699
H 4.8789 1.4241 -4.9555 0.3696
H 2.8735 -1.1846 -3.5154 0.2079
H 0.4332 -0.7194 -0.9381 0.5218
H 1.8872 3.2094 -1.6692 0.2449
H 3.7051 2.9829 -3.5131 0.2118
O -1.1959 5.3966 -1.6727 -0.6782
C -0.8402 4.3219 -1.2777 0.7393
N -0.4713 3.2818 -0.8207 -0.9294
```

Results
Max |F| in eV Å⁻¹: 2.995
Multiplicity: 3
E in eV: -115346.7995
Charge: -1
Gap between HOMO and LUMO (alpha / beta) in eV: 7.322 / 7.308
Relative energy (zero: lowest compared OMol25 entry of this formula, charge and spin) in kcal/mol: 21.77

***

Number 1 is which compound?
C28H22BrN3O3OsS2Te

***

Please write out number 2 again, unchanged.
This record from the OMol25 dataset describes C28H22BrN8O3Zr as an isolated structure. The level of theory is wB97M-V/def2-TZVPD.

XYZ file:
```
63
Properties=species:S:1:pos:R:3:nbo_charge:R:1
Zr 0.1908 -0.3628 -0.2536 2.0825
O -1.1715 3.3766 2.5455 -0.6649
C -0.6099 3.9541 1.4746 0.3818
C -0.9599 5.2796 1.2082 -0.2869
C -0.4495 5.9290 0.1061 -0.1344
C 0.4241 5.2794 -0.7691 -0.2622
C 0.7746 3.9754 -0.5175 -0.1320
C 0.2761 3.2931 0.6044 -0.2062
C 0.6700 1.9074 0.7928 0.5644
O 1.4313 1.3136 -0.0961 -0.7578
N 0.1742 1.2298 1.8373 -0.4552
N 0.6457 -0.0701 1.8887 -0.3905
C 0.5865 -0.7961 2.9342 0.1332
C 0.9619 -2.2062 2.8659 -0.0940
C 1.0624 -2.8941 4.0790 -0.1470
C 1.4642 -4.2151 4.1427 -0.2106
C 1.7817 -4.8882 2.9758 -0.1527
C 1.6737 -4.2481 1.7485 -0.2629
C 1.2597 -2.9341 1.6984 0.2933
O 1.1086 -2.2980 0.4525 -0.5808
H -0.8959 2.4414 2.5811 0.5098
H -1.6362 5.7710 1.8946 0.2331
H -0.7312 6.9568 -0.0819 0.2246
H 0.8205 5.7975 -1.6307 0.2256
H 1.4455 3.4464 -1.1799 0.2346
H 0.2816 -0.3885 3.8958 0.2150
H 0.8305 -2.3596 4.9911 0.2285
H 1.5387 -4.7137 5.0984 0.2385
H 2.1119 -5.9171 3.0089 0.2364
H 1.9203 -4.7750 0.8374 0.2383
N -2.7359 -1.5655 1.7909 -0.7948
C -2.7656 -0.4120 1.0527 0.6300
N -3.4915 0.5869 1.4428 -0.5890
C -3.3466 1.7368 0.6939 0.6019
N -4.0606 2.7809 1.1339 -0.7566
N -2.6080 1.8758 -0.3805 -0.5892
C -1.9504 0.7604 -0.8012 0.2424
N -1.9334 -0.4080 -0.0321 -0.7448
C -1.1608 0.8133 -1.9798 0.0186
C -1.1163 2.0003 -2.7872 -0.2028
C -0.5062 1.9541 -3.9941 -0.1767
C 0.1088 0.7447 -4.4423 -0.2741
C 0.1792 -0.3063 -3.5959 0.0332
N -0.3404 -0.2686 -2.3293 -0.6787
H -3.4664 -1.6256 2.4846 0.4116
H -2.5916 -2.4096 1.2595 0.3936
H -4.5184 2.7118 2.0244 0.4123
H -3.9282 3.6777 0.7019 0.4114
H -1.6290 2.8780 -2.4232 0.2558
H -0.5029 2.8242 -4.6364 0.2280
H 0.5398 0.6742 -5.4298 0.2317
H 0.6844 -1.2296 -3.8529 0.2002
Br 3.1837 -3.8528 -4.9782 0.1322
C 2.5673 -3.4123 -3.2543 -0.0806
C 1.4957 -4.1184 -2.7150 -0.2051
C 1.0189 -3.7942 -1.4565 -0.2350
C 1.6490 -2.7730 -0.7635 0.2707
C 2.7071 -2.0475 -1.2881 -0.2664
C 3.1707 -2.3785 -2.5557 -0.1939
H 1.0304 -4.9077 -3.2881 0.2518
H 0.1699 -4.3095 -1.0277 0.2484
H 3.1723 -1.2524 -0.7143 0.2593
H 3.9946 -1.8320 -2.9920 0.2529
```

Results
Max |F| in eV Å⁻¹: 1.460
Multiplicity: 1
E in eV: -118776.6377
Charge: +1
Gap between HOMO and LUMO in eV: 5.430
Relative energy (zero: lowest compared OMol25 entry of this formula, charge and spin) in kcal/mol: 76.80

***

Copy entry 2 word for word.
This record from the OMol25 dataset describes C28H22BrN8O3Zr as an isolated structure. The level of theory is wB97M-V/def2-TZVPD.

XYZ file:
```
63
Properties=species:S:1:pos:R:3:nbo_charge:R:1
Zr 0.1908 -0.3628 -0.2536 2.0825
O -1.1715 3.3766 2.5455 -0.6649
C -0.6099 3.9541 1.4746 0.3818
C -0.9599 5.2796 1.2082 -0.2869
C -0.4495 5.9290 0.1061 -0.1344
C 0.4241 5.2794 -0.7691 -0.2622
C 0.7746 3.9754 -0.5175 -0.1320
C 0.2761 3.2931 0.6044 -0.2062
C 0.6700 1.9074 0.7928 0.5644
O 1.4313 1.3136 -0.0961 -0.7578
N 0.1742 1.2298 1.8373 -0.4552
N 0.6457 -0.0701 1.8887 -0.3905
C 0.5865 -0.7961 2.9342 0.1332
C 0.9619 -2.2062 2.8659 -0.0940
C 1.0624 -2.8941 4.0790 -0.1470
C 1.4642 -4.2151 4.1427 -0.2106
C 1.7817 -4.8882 2.9758 -0.1527
C 1.6737 -4.2481 1.7485 -0.2629
C 1.2597 -2.9341 1.6984 0.2933
O 1.1086 -2.2980 0.4525 -0.5808
H -0.8959 2.4414 2.5811 0.5098
H -1.6362 5.7710 1.8946 0.2331
H -0.7312 6.9568 -0.0819 0.2246
H 0.8205 5.7975 -1.6307 0.2256
H 1.4455 3.4464 -1.1799 0.2346
H 0.2816 -0.3885 3.8958 0.2150
H 0.8305 -2.3596 4.9911 0.2285
H 1.5387 -4.7137 5.0984 0.2385
H 2.1119 -5.9171 3.0089 0.2364
H 1.9203 -4.7750 0.8374 0.2383
N -2.7359 -1.5655 1.7909 -0.7948
C -2.7656 -0.4120 1.0527 0.6300
N -3.4915 0.5869 1.4428 -0.5890
C -3.3466 1.7368 0.6939 0.6019
N -4.0606 2.7809 1.1339 -0.7566
N -2.6080 1.8758 -0.3805 -0.5892
C -1.9504 0.7604 -0.8012 0.2424
N -1.9334 -0.4080 -0.0321 -0.7448
C -1.1608 0.8133 -1.9798 0.0186
C -1.1163 2.0003 -2.7872 -0.2028
C -0.5062 1.9541 -3.9941 -0.1767
C 0.1088 0.7447 -4.4423 -0.2741
C 0.1792 -0.3063 -3.5959 0.0332
N -0.3404 -0.2686 -2.3293 -0.6787
H -3.4664 -1.6256 2.4846 0.4116
H -2.5916 -2.4096 1.2595 0.3936
H -4.5184 2.7118 2.0244 0.4123
H -3.9282 3.6777 0.7019 0.4114
H -1.6290 2.8780 -2.4232 0.2558
H -0.5029 2.8242 -4.6364 0.2280
H 0.5398 0.6742 -5.4298 0.2317
H 0.6844 -1.2296 -3.8529 0.2002
Br 3.1837 -3.8528 -4.9782 0.1322
C 2.5673 -3.4123 -3.2543 -0.0806
C 1.4957 -4.1184 -2.7150 -0.2051
C 1.0189 -3.7942 -1.4565 -0.2350
C 1.6490 -2.7730 -0.7635 0.2707
C 2.7071 -2.0475 -1.2881 -0.2664
C 3.1707 -2.3785 -2.5557 -0.1939
H 1.0304 -4.9077 -3.2881 0.2518
H 0.1699 -4.3095 -1.0277 0.2484
H 3.1723 -1.2524 -0.7143 0.2593
H 3.9946 -1.8320 -2.9920 0.2529
```

Results
Max |F| in eV Å⁻¹: 1.460
Multiplicity: 1
E in eV: -118776.6377
Charge: +1
Gap between HOMO and LUMO in eV: 5.430
Relative energy (zero: lowest compared OMol25 entry of this formula, charge and spin) in kcal/mol: 76.80

***

The lowest max |F| belongs to which entry?
C28H22BrN3O3OsS2Te